# 1
{"formula": "C9H22CaNO5", "method": "ωB97M-V/def2-TZVPD", "orbital_gap_ev": 9.14, "max_force_ev_per_a": 2.52, "relative_energy_kcal_mol": 0.0, "total_charge": 1, "elements": ["Ca", "C", "C", "O", "O", "H", "H", "H", "C", "O", "H", "H", "H", "H", "C", "O", "C", "C", "N", "C", "C", "O", "C", "H", "H", "H", "H", "H", "H", "H", "H", "H", "H", "H", "H", "H", "H", "H"], "positions_angstrom": [[0.389056, -0.153976, 0.762322], [-3.393085, 1.787268, 0.134807], [-2.119275, 1.031286, 0.341544], [-1.714932, 0.786682, 1.525534], [-1.403067, 0.647040, -0.635680], [-3.301451, 2.775570, 0.586588], [-4.188100, 1.296738, 0.698132], [-3.642077, 1.859901, -0.917782], [-2.109281, -2.379528, 2.178461], [-0.692502, -2.181479, 1.938555], [-2.659239, -1.709506, 1.526705], [-2.393043, -3.404801, 1.941271], [-2.327403, -2.143267, 3.216402], [-0.237304, -2.757786, 2.560147], [-0.801693, -2.753648, -1.161394], [0.334321, -2.031010, -0.692801], [1.481729, -2.249834, -1.490478], [2.495594, -1.170332, -1.169406], [1.794160, 0.127158, -1.057500], [2.724469, 1.239762, -0.709740], [1.876079, 2.465549, -0.405857], [1.030584, 2.233072, 0.718274], [0.365819, 3.413777, 1.154894], [-1.641467, -2.517648, -0.517311], [-0.593901, -3.824021, -1.142989], [-1.065249, -2.416814, -2.166164], [1.212663, -2.193463, -2.552090], [1.895935, -3.248708, -1.323453], [3.191999, -1.140076, -2.011024], [3.014481, -1.388650, -0.233798], [1.473142, 0.403372, -1.982517], [3.387155, 1.504621, -1.536165], [3.316390, 0.977970, 0.171854], [1.242461, 2.670317, -1.282051], [2.505513, 3.344142, -0.238459], [-0.349610, 3.116938, 1.915503], [-0.190837, 3.851137, 0.319936], [1.091956, 4.132250, 1.535729]], "forces_ev_per_a": [[-2.4, 0.3, 0.5], [-0.2, -0.1, 0.2], [1.3, -0.5, 0.3], [0.0, 0.1, -0.1], [-0.2, 0.1, -0.1], [0.1, 0.1, -0.1], [0.0, -0.1, -0.1], [-0.1, 0.0, 0.0], [0.2, 0.1, 0.0], [-0.1, 0.1, 0.1], [0.1, 0.2, 0.1], [0.1, 0.0, 0.1], [-0.2, 0.0, 0.0], [0.1, 0.0, -0.1], [-0.2, 0.1, 0.0], [0.2, -0.2, 0.0], [0.0, 0.0, -0.4], [-0.4, 0.1, -0.6], [1.7, 0.6, -0.5], [-0.7, 0.3, 0.4], [-0.1, 0.2, -0.4], [0.6, -0.7, -0.1], [-0.4, 0.0, -0.2], [0.1, 0.0, 0.1], [-0.1, 0.0, 0.0], [0.1, -0.1, -0.1], [-0.1, 0.1, 0.0], [0.0, 0.0, 0.1], [0.4, -0.1, 0.3], [0.1, 0.1, 0.0], [-0.6, -0.4, 0.1], [0.2, -0.2, 0.1], [0.1, -0.1, -0.1], [0.0, 0.1, 0.1], [0.0, -0.1, 0.1], [0.1, 0.0, 0.1], [0.1, 0.0, 0.0], [0.0, 0.0, 0.1]], "mulliken_charge": [1.51, -1.10, 1.13, -0.82, -0.77, 0.29, 0.31, 0.31, -0.67, -0.38, 0.22, 0.33, 0.31, 0.24, -0.86, -0.10, -0.65, -0.73, -0.26, -0.72, -0.49, -0.26, -0.98, 0.13, 0.36, 0.37, 0.47, 0.41, 0.40, 0.37, 0.06, 0.41, 0.34, 0.37, 0.48, 0.28, 0.38, 0.34]}

---

# 2
{"formula": "C9H22F6N2NaO5P", "method": "ωB97M-V/def2-TZVPD", "orbital_gap_ev": 3.15, "max_force_ev_per_a": 7.11, "relative_energy_kcal_mol": 0.0, "total_charge": -2, "elements": ["Na", "C", "O", "O", "O", "P", "F", "F", "F", "F", "F", "F", "C", "C", "C", "O", "C", "N", "H", "H", "H", "H", "H", "H", "H", "H", "H", "H", "H", "C", "C", "C", "O", "C", "N", "H", "H", "H", "H", "H", "H", "H", "H", "H", "H", "H"], "positions_angstrom": [[-0.233256, 0.142344, -1.741591], [-1.204504, -1.732435, -3.855570], [-0.789310, -0.536349, -4.015311], [-0.737095, -2.739951, -4.511577], [-1.453038, -2.054185, -2.586561], [2.851155, 1.215303, -2.731649], [4.406761, 0.742147, -2.711907], [2.722918, 0.844321, -4.308624], [2.405129, -0.286086, -2.292169], [1.327604, 1.756936, -2.673621], [3.086695, 1.581466, -1.147414], [3.218331, 2.780364, -3.104727], [0.630985, -0.889141, 2.568710], [1.494325, -0.070699, 1.587782], [2.950511, -0.213131, 1.944935], [3.222534, 0.630245, 3.073462], [4.581083, 0.903217, 3.287382], [1.220986, -0.491534, 0.213344], [0.770938, -0.406056, 3.537627], [1.088790, -1.878731, 2.628251], [-0.406442, -0.900511, 2.245241], [1.199862, 0.972530, 1.726970], [3.594016, 0.154856, 1.139685], [3.182870, -1.261197, 2.168624], [4.600378, 1.592333, 4.135610], [5.040606, 1.519686, 2.505618], [5.145023, -0.013764, 3.473170], [1.424483, -1.485784, 0.124549], [1.971883, -0.065572, -0.326238], [-4.123948, -0.458801, 2.011634], [-3.717635, -0.463149, 0.533532], [-2.963125, 0.831015, 0.169243], [-2.370954, 0.768377, -1.111691], [-3.286630, 0.790353, -2.187845], [-2.888698, -1.648995, 0.225836], [-4.696295, -1.332877, 2.311872], [-4.701320, 0.452725, 2.200394], [-3.224557, -0.360582, 2.623843], [-4.565672, -0.432524, -0.156441], [-2.055879, 0.891673, 0.785133], [-3.532301, 1.762627, 0.280564], [-2.651814, 0.601720, -3.062676], [-3.757423, 1.774734, -2.311034], [-4.071264, 0.035065, -2.279971], [-2.789457, -1.628193, -0.802723], [-1.917249, -1.393789, 0.416327]], "forces_ev_per_a": [[-0.3, -0.9, -1.2], [5.5, -3.0, 3.4], [-1.3, 2.1, -1.4], [-1.9, 0.8, -2.0], [-2.5, 0.8, 1.1], [0.8, 0.7, -1.1], [-0.1, 0.3, -0.6], [0.1, 0.2, 1.1], [-0.2, 0.4, -0.3], [-0.5, -0.8, 0.5], [-0.7, 0.1, 0.4], [0.8, -0.7, 0.0], [1.1, 0.7, -0.2], [-1.2, -0.6, 0.3], [0.7, 1.0, 0.2], [-0.2, -0.3, 0.0], [-0.4, 0.7, 0.3], [0.7, 0.3, 0.3], [-0.4, -0.2, 0.2], [-0.5, -0.3, 0.0], [0.0, -0.2, 0.2], [0.2, 0.1, -0.3], [-0.1, -0.3, -0.3], [0.2, 0.0, 0.0], [0.1, -0.4, 0.4], [-0.1, -0.5, -0.5], [0.2, 0.1, 0.0], [-0.3, -0.1, 0.0], [-0.3, 0.0, -0.4], [0.0, 0.9, -0.6], [0.7, 0.1, -0.1], [1.2, -0.3, 0.3], [-1.1, 0.0, 0.2], [0.6, 0.3, -1.7], [-0.2, 1.0, -0.7], [0.1, -0.1, -0.1], [-0.2, -0.1, 0.2], [0.0, -0.3, 0.1], [-0.4, -0.5, 0.4], [-0.3, 0.2, 0.5], [-0.3, -0.1, 0.1], [0.0, 0.0, -0.1], [0.0, 0.1, 0.3], [0.2, -0.3, 0.8], [0.0, -0.8, -0.2], [0.0, -0.2, 0.5]], "mulliken_charge": [0.85, 0.59, -0.78, -0.84, -0.80, 1.32, -0.38, -0.36, -0.38, -0.39, -0.43, -0.41, -1.35, 0.16, -0.57, -0.31, -0.77, -0.06, 0.36, 0.38, 0.25, 0.24, 0.44, 0.28, 0.27, 0.29, 0.29, 0.18, -0.01, -1.45, 0.49, -0.73, -0.05, -0.83, -0.70, 0.37, 0.34, 0.22, 0.33, 0.15, 0.36, 0.24, 0.34, 0.30, 0.34, 0.22]}

---

# 3
{"formula": "C9H23FOP2S", "method": "ωB97M-V/def2-TZVPD", "orbital_gap_ev": 6.49, "max_force_ev_per_a": 1.44, "elements": ["C", "C", "C", "C", "C", "C", "C", "P", "F", "S", "P", "C", "C", "H", "H", "H", "H", "H", "H", "H", "H", "H", "H", "H", "H", "H", "H", "H", "H", "H", "H", "H", "H", "H", "H", "O", "H"], "positions_angstrom": [[-1.302141, 5.000364, 2.270713], [-0.941743, 3.587049, 1.773065], [0.566436, 3.369426, 1.659030], [0.951706, 2.206108, 0.758186], [0.300688, 0.879489, 1.152714], [1.114797, -0.291970, 0.590444], [0.462302, -1.670379, 0.830364], [-0.498551, -2.243455, -0.528348], [-1.191496, -3.563918, -0.043489], [-2.121255, -0.990873, -0.947148], [0.754290, -2.616045, -2.251064], [0.444179, -4.364045, -2.691882], [-0.074167, -1.687825, -3.617488], [-1.980953, 5.498596, 1.582695], [-0.422587, 5.629985, 2.391906], [-1.801262, 4.966715, 3.236855], [-1.365296, 3.459838, 0.776770], [-1.376510, 2.864399, 2.460453], [1.030964, 3.250749, 2.639689], [0.991711, 4.284964, 1.241929], [2.031765, 2.061332, 0.837388], [0.738080, 2.417078, -0.291608], [-0.726817, 0.813064, 0.799525], [0.330314, 0.796629, 2.240678], [2.055431, -0.304232, 1.136221], [1.350816, -0.111435, -0.460327], [-0.214438, -1.586146, 1.683848], [1.211974, -2.459253, 1.011810], [-3.091945, -1.882792, -0.720398], [1.391288, -4.804116, -2.977381], [0.023864, -4.902074, -1.850993], [-0.272911, -4.411524, -3.511886], [0.456810, -1.989498, -4.517175], [0.007848, -0.617213, -3.462124], [-1.118610, -1.977101, -3.718547], [1.618777, -4.352603, 0.235226], [0.666642, -4.259287, 0.280351]], "forces_ev_per_a": [[-0.1, -0.1, 0.1], [0.3, 0.5, 0.2], [-0.1, 0.3, -0.4], [0.1, -0.4, 0.4], [0.5, -0.1, -0.3], [-0.3, 0.1, 0.3], [0.0, 0.9, 0.4], [0.4, -1.1, -0.2], [-0.6, 0.2, 0.0], [-0.1, 0.6, 0.0], [1.4, 0.3, 0.0], [-0.8, 0.2, -0.1], [-0.6, -0.6, 0.5], [0.0, 0.1, 0.0], [0.1, 0.0, -0.1], [0.0, 0.0, 0.1], [-0.2, -0.3, 0.0], [-0.1, -0.3, -0.2], [-0.1, -0.1, 0.1], [0.1, 0.0, 0.0], [0.1, 0.1, -0.1], [-0.1, 0.1, 0.0], [-0.2, 0.1, 0.2], [-0.3, 0.0, 0.1], [0.2, -0.1, -0.2], [0.1, -0.1, -0.1], [-0.1, -0.2, 0.1], [-0.1, -0.4, -0.3], [0.1, -0.3, 0.1], [0.1, -0.1, 0.1], [0.3, -0.2, 0.2], [0.1, 0.0, -0.2], [0.1, 0.1, -0.1], [0.1, 0.1, -0.1], [-0.1, 0.1, -0.2], [-0.3, 1.1, -0.7], [-0.1, -0.8, 0.4]], "mulliken_charge": [-1.14, -0.18, -0.83, -0.86, -0.13, -0.90, -0.75, 0.38, -0.21, -0.32, 0.36, -0.96, -1.23, 0.29, 0.33, 0.30, 0.29, 0.23, 0.26, 0.43, 0.37, 0.32, 0.21, 0.29, 0.35, 0.33, 0.33, 0.71, 0.20, 0.34, 0.32, 0.39, 0.40, 0.37, 0.37, -0.90, 0.24]}

---

# 4
{"formula": "C9H23GeNO4RuS2Se2Si", "method": "ωB97M-V/def2-TZVPD", "orbital_gap_ev": [7.50, 6.54], "max_force_ev_per_a": 1.03, "multiplicity": 2, "relative_energy_kcal_mol": 14.4, "total_charge": -1, "elements": ["Ru", "O", "S", "O", "O", "O", "S", "C", "N", "C", "Ge", "C", "C", "C", "Se", "C", "H", "H", "H", "H", "H", "H", "H", "H", "H", "H", "H", "H", "H", "H", "C", "Si", "C", "C", "Se", "H", "H", "H", "H", "H", "H", "H", "H", "H"], "positions_angstrom": [[0.345543, -0.109314, 0.166431], [-0.400657, -1.915563, 1.277742], [-0.059063, -2.465133, -0.094626], [-0.265285, -3.862838, -0.278553], [-0.814996, -1.543943, -1.031646], [1.370145, -1.961037, -0.272977], [1.185581, 2.481675, 3.958859], [1.213443, 1.529728, 2.645130], [1.252830, 0.855156, 1.691029], [-5.901965, -1.731040, 1.581263], [-4.421079, -0.571534, 2.151093], [-3.512389, -1.293023, 3.723555], [-5.111524, 1.228646, 2.528661], [-3.108386, -0.516187, 0.684647], [-1.710952, 0.770117, 1.084960], [-2.470251, 2.193938, 0.006904], [-6.647990, -1.825773, 2.371285], [-5.533010, -2.727356, 1.338264], [-6.391067, -1.321884, 0.696902], [-4.087330, -1.095314, 4.628878], [-2.527531, -0.839603, 3.834637], [-3.373990, -2.368925, 3.620533], [-5.737799, 1.208655, 3.421313], [-5.712694, 1.601584, 1.698325], [-4.295768, 1.929726, 2.709441], [-3.528443, -0.265311, -0.288127], [-2.620243, -1.482197, 0.605722], [-3.490411, 2.348205, 0.355072], [-2.449202, 1.915542, -1.043441], [-1.870337, 3.085632, 0.162299], [2.455496, 4.012944, 0.618756], [2.519277, 2.864547, -0.863902], [3.904584, 1.613952, -0.652081], [2.813488, 3.913170, -2.405321], [0.573296, 1.756722, -1.319203], [3.346746, 4.646730, 0.629095], [2.415593, 3.464014, 1.556807], [1.578718, 4.661808, 0.583191], [4.869731, 2.104359, -0.500815], [3.974559, 0.964023, -1.525546], [3.703015, 0.982263, 0.215657], [3.757853, 4.458294, -2.335524], [2.012153, 4.644783, -2.526098], [2.839849, 3.294698, -3.303363]], "forces_ev_per_a": [[-1.0, 0.0, -0.1], [0.1, -0.1, -0.2], [0.5, 0.4, -0.1], [-0.1, -0.1, 0.0], [0.2, -0.1, 0.0], [-0.1, -0.2, 0.1], [0.0, 0.1, 0.2], [0.2, -0.2, -0.1], [0.2, 0.1, 0.0], [0.0, 0.1, 0.1], [0.0, 0.0, 0.0], [-0.1, 0.0, 0.0], [0.0, 0.0, 0.0], [-0.1, 0.0, 0.0], [-0.3, 0.4, 0.3], [0.0, 0.0, 0.0], [0.0, 0.0, 0.0], [0.0, 0.0, 0.0], [0.0, 0.0, 0.0], [0.0, 0.0, 0.0], [0.0, 0.0, 0.0], [0.0, 0.0, 0.0], [0.0, 0.0, 0.0], [0.0, 0.0, 0.0], [0.0, 0.0, 0.0], [0.0, 0.0, 0.0], [0.0, 0.0, 0.0], [0.0, 0.0, 0.0], [0.0, 0.0, 0.0], [0.0, 0.0, 0.0], [-0.1, -0.1, -0.2], [0.3, 0.0, 0.1], [-0.1, 0.1, 0.0], [0.0, -0.1, 0.1], [0.2, -0.2, -0.1], [0.0, 0.0, 0.0], [0.0, 0.0, 0.0], [0.0, 0.0, 0.0], [0.0, 0.0, 0.0], [0.0, 0.0, 0.0], [0.0, 0.0, 0.0], [0.0, 0.0, 0.0], [0.0, 0.0, 0.0], [0.0, 0.0, 0.0]], "mulliken_charge": [0.04, -0.51, 1.42, -0.66, -0.55, -0.60, -0.48, 0.12, -0.30, -1.22, 0.57, -1.19, -1.24, -0.91, 0.75, -1.18, 0.36, 0.37, 0.37, 0.39, 0.38, 0.35, 0.39, 0.35, 0.38, 0.52, 0.24, 0.35, 0.35, 0.33, -0.83, 0.60, -1.03, -1.07, -0.37, 0.35, 0.12, 0.26, 0.37, 0.27, 0.28, 0.33, 0.26, 0.28]}